Molecular formula: C6H8N3O
Method: DFT, ωB97M-V/def2-TZVPD

Properties
* relative energy (zero: lowest compared OMol25 entry of this formula, charge and spin): 0.0 kcal/mol
* total energy: -472.8730 Ha
* orbital gap: 6.01 eV
* structure (SMILES): CN/N=c1/ccccn1[O-]
* total charge: -1

Last column: Löwdin charge in e.
Cartesian coordinates (Å):
C: -1.6289 -2.3311 -1.6662  -0.186
N: -1.6426 -1.0409 -1.0189  -0.174
N: -0.4278 -0.3609 -1.2294  0.011
C: 0.1624 0.2638 -0.2660  -0.317
C: 1.3086 1.0601 -0.5970  -0.068
C: 1.9430 1.8523 0.3098  -0.160
C: 1.4811 1.8924 1.6332  -0.154
C: 0.4236 1.0758 1.9692  -0.098
N: -0.1907 0.2665 1.1053  -0.196
O: -1.1198 -0.5490 1.5655  -0.229
H: -1.3615 -2.1873 -2.7160  0.053
H: -0.9137 -3.0500 -1.2300  0.058
H: -2.6316 -2.7614 -1.6066  0.055
H: -1.8145 -1.1235 -0.0058  0.058
H: 1.6278 1.0073 -1.6275  0.087
H: 2.7996 2.4496 0.0165  0.082
H: 1.9417 2.5204 2.3818  0.066
H: 0.0433 1.0158 2.9820  0.113

***

Molecular formula: C6H8N3OP
Method: DFT, ωB97M-V/def2-TZVPD

Properties
* relative energy (zero: lowest compared OMol25 entry of this formula, charge and spin): 59.8 kcal/mol
* total energy: -814.1917 Ha
* orbital gap: 9.41 eV

Last column: Löwdin charge in e.
Cartesian coordinates (Å):
C: -2.2704 1.5448 0.1827  -0.103
C: -1.9780 0.4893 1.0776  -0.072
C: -1.5229 1.7941 -0.8962  -0.034
C: -0.8938 -0.3389 0.9857  0.018
C: -0.3525 0.9903 -1.0311  -0.215
C: -0.1106 -0.0797 -0.1628  -0.221
N: 0.6883 0.9916 -1.8289  0.076
N: 1.5237 -0.0649 -1.5399  0.073
N: 1.0385 -0.7126 -0.5317  -0.105
O: 1.8269 -0.8018 1.5380  -0.432
P: 2.0819 -1.9837 0.7427  0.522
H: -3.0538 2.2894 0.4109  0.119
H: -2.6005 0.4281 1.8966  0.077
H: -1.5425 2.8210 -1.4266  0.142
H: -0.5252 -1.1193 1.6373  0.108
H: 0.9965 1.6674 -2.5291  0.173
H: 1.1759 -2.7835 0.3166  -0.065
H: 2.4920 -3.1622 1.4014  -0.047
H: 3.0265 -1.9694 -0.2432  -0.016

***

Molecular formula: C6H8N4
Method: DFT, ωB97M-V/def2-TZVPD

Properties
* relative energy (zero: lowest compared OMol25 entry of this formula, charge and spin): 38.6 kcal/mol
* total energy: -451.6282 Ha
* orbital gap: 8.87 eV
* structure (SMILES): Cn1ccc(=[NH+][N+]#N)cc1
* total charge: +2

Last column: Löwdin charge in e.
Cartesian coordinates (Å):
C: 1.5411 -1.3360 0.4752  0.064
N: 0.4294 -0.4411 0.2022  -0.058
C: 0.6332 0.7017 -0.3767  -0.022
C: -0.3509 1.5137 -0.7674  0.045
C: -1.6712 1.1841 -0.5097  -0.097
N: -2.7528 2.1118 -0.7740  0.166
N: -3.9606 1.8201 -0.7181  0.042
N: -5.1786 1.4941 -0.4988  0.480
C: -1.8730 -0.0132 0.1621  0.066
C: -0.8345 -0.8481 0.4794  0.074
H: 1.3142 -2.2953 0.2937  0.075
H: 2.3405 -1.0405 -0.0826  0.085
H: 1.7532 -1.5074 1.5805  0.169
H: 1.7153 1.0164 -0.7602  0.226
H: 0.0656 2.4412 -1.2525  0.176
H: -2.4383 3.0049 -1.0974  0.206
H: -2.7738 -0.4732 0.3068  0.110
H: -0.8140 -1.7462 1.1475  0.194